This record from the OMol25 dataset describes C11H13P in the gas phase in a non-equilibrium geometry. The level of theory is wB97M-V/def2-TZVPD.

Structure (XYZ):
```
25
Properties=species:S:1:pos:R:3
C 0.31 0.91 3.77
C 0.12 2.27 3.52
C 0.35 0.01 2.75
C 0.13 2.76 2.15
C 0.44 0.47 1.43
C 0.17 1.80 1.16
C 0.70 0.04 -1.70
C -0.15 -0.84 -1.91
C 1.40 1.15 -1.37
C -1.63 -0.86 -1.60
C 0.35 -2.28 -2.40
P 0.03 2.50 -0.53
H 0.32 0.54 4.81
H 0.09 2.96 4.30
H 0.36 -1.03 3.16
H 0.04 3.86 2.09
H 0.41 -0.32 0.67
H 2.09 1.02 -0.66
H 1.91 1.65 -2.17
H -1.81 0.13 -1.28
H -2.13 -1.04 -2.49
H -1.80 -1.64 -0.90
H -0.25 -2.94 -1.72
H 0.17 -2.36 -3.46
H 1.32 -2.24 -2.11
```

Its LUMO energy (alpha / beta) is -0.33 / -0.76 eV. The calculation puts the HOMO energy (alpha / beta) at -7.1 / -6.5 eV. As for the spin multiplicity: 1. The net charge is 0. The calculation puts the max |F| at 4.880 eV/Å.